The following is a quantum chemistry calculation of a 2-piece molecular cluster, CH6NO overall at a distorted geometry, from the Open Molecules 2025 dataset.

XYZ file:
```
9
Properties=species:S:1:pos:R:3:forces:R:3:mulliken_charge:R:1
C -0.09115 -0.66365 0.14058 -4.151 1.888 -0.504 -0.196
N 0.71218 0.59648 0.00714 -4.484 -1.761 -2.095 -0.264
O -1.72024 0.36266 -0.11278 3.889 -2.380 0.788 -0.617
H -0.24832 -1.47114 -0.59164 0.897 0.847 -0.063 0.328
H -0.12899 -0.97974 1.16872 -0.131 -0.042 0.191 0.271
H 1.09562 0.69344 -0.92124 1.359 0.055 0.036 0.357
H -0.25196 1.14745 -0.11550 1.124 0.123 0.742 0.445
H 1.20065 0.65824 0.85535 1.603 1.149 0.965 0.333
H -2.23023 -0.15075 -0.75661 -0.106 0.121 -0.059 0.344
```
Forces are in eV/Å.

Total charge: +1
Energy relative to the best compared isomer or geometry (same formula, charge and spin) (eV): 3.0102
Multiplicity: 1
Frontier orbital gap (eV): 11.234
E (Eh): -171.3164

The following is a quantum chemistry calculation of a 2-piece molecular cluster, C4H7F2O2S overall at a distorted geometry, from the Open Molecules 2025 dataset.

XYZ file:
```
16
Properties=species:S:1:pos:R:3:forces:R:3:mulliken_charge:R:1
C -0.95984 0.72490 -1.42811 0.132 -0.915 -3.118 -1.061
C -0.73260 -0.66040 0.63822 -1.713 0.780 -1.915 -1.450
C -1.03776 0.77861 0.07558 -1.204 -0.410 0.041 1.538
C -0.17287 1.93662 0.56646 0.442 -1.934 1.723 -0.897
O -5.89974 -0.12052 -1.08551 1.741 -0.199 1.706 -0.483
O -4.45969 -1.83355 0.01188 -0.254 1.768 0.082 -0.424
F -0.59422 3.08226 0.01978 -0.775 1.631 -1.292 -0.161
F -0.55702 2.15277 1.94083 0.151 -0.389 0.071 -0.239
S -4.78961 -0.40129 -0.12757 -1.523 -1.605 -1.871 0.643
H -0.17234 -0.00920 -1.77376 -0.662 0.534 0.384 0.248
H -1.94805 0.33256 -1.87991 1.389 0.514 0.629 0.188
H -0.68948 1.65170 -2.03340 -0.543 -0.765 1.320 0.287
H -1.09577 -0.81672 1.63914 0.427 0.048 0.533 0.328
H 0.25329 -0.97458 0.39306 1.230 0.047 0.545 0.465
H -1.32601 -1.34493 -0.01565 -0.013 0.353 0.510 0.309
H -2.16654 0.89525 0.22749 1.175 0.543 0.652 -0.292
```
Forces are in eV/Å.

Total charge: -1
Energy relative to the best compared isomer or geometry (same formula, charge and spin) (eV): 2.9070
Multiplicity: 1
Frontier orbital gap (alpha / beta) (eV): 5.046 / 2.346
E (Eh): -904.9415

The following is a quantum chemistry calculation of one molecule with the formula C4H8N2O2 at a distorted geometry, from the Open Molecules 2025 dataset.

XYZ file:
```
16
Properties=species:S:1:pos:R:3:forces:R:3:mulliken_charge:R:1
N -1.02519 -1.70587 -0.30139 -4.466 -2.421 2.893 -0.553
C -1.34494 -0.38390 -0.02449 2.015 -0.120 -0.916 0.340
O -2.41176 0.13536 0.13815 -0.854 -0.448 0.234 -0.583
C -0.06528 0.43814 0.00887 1.512 2.205 -0.705 0.976
N -0.30807 1.91740 -0.00923 1.292 -1.144 -1.341 -0.788
C 1.20175 -0.00413 -0.92756 -1.319 0.986 0.469 -0.714
O 1.74082 -0.75094 0.18207 0.062 0.297 0.101 -0.425
C 0.89827 -0.04967 1.12171 -0.999 -0.043 1.363 -0.686
H -1.72529 -2.42538 0.32641 2.582 2.531 -2.672 0.311
H -0.06340 -1.90469 -0.13119 0.716 -0.369 0.135 0.333
H -1.24138 2.16561 0.21331 -1.179 -0.292 0.769 0.298
H -0.27882 2.19116 -0.99900 0.354 -0.022 0.420 0.250
H 1.00078 -0.56784 -1.81942 -0.362 -0.961 -0.116 0.297
H 1.83536 0.82087 -1.34124 -0.341 -0.178 1.165 0.355
H 1.37287 0.82534 1.62062 0.000 -0.643 -0.483 0.347
H 0.41428 -0.70146 1.94238 0.986 0.621 -1.316 0.242
```
Forces are in eV/Å.

Total charge: 0
SMILES: NC(=O)C1(N)COC1
Energy relative to the best compared isomer or geometry (same formula, charge and spin) (eV): 2.8699
Multiplicity: 1
Frontier orbital gap (eV): 10.526
E (Eh): -417.1505

The following is a quantum chemistry calculation of an isolated ion of composition C16H7F9N3O8S2 and charge -1 at a distorted geometry, from the Open Molecules 2025 dataset.

XYZ file:
```
45
Properties=species:S:1:pos:R:3:forces:R:3:mulliken_charge:R:1
O 1.41260 4.46999 1.34810 -0.286 -0.458 0.317 -0.674
S 0.99940 3.11463 1.61825 -0.103 -0.801 -1.653 1.265
O 1.86540 2.16294 2.28087 -0.362 0.376 0.181 -0.668
C 0.46110 2.32283 0.08953 0.143 -0.827 1.499 -0.825
C 0.26010 3.12657 -0.99144 -0.252 -0.016 -1.427 -0.067
C 0.24256 2.63881 -2.33172 -0.397 1.372 0.439 -1.126
N 0.13310 3.62170 -3.38620 -0.097 0.609 -0.064 0.930
O -0.06842 3.28776 -4.56808 0.372 -0.066 1.654 -0.637
O 0.24773 4.82465 -3.04665 -0.244 -1.244 -0.508 -0.668
C 0.62232 1.28217 -2.57101 0.854 0.065 -3.819 1.077
N 1.07494 0.74892 -3.77276 -1.006 1.115 3.260 -0.635
O 1.72564 -0.38562 -3.41003 0.404 -1.022 1.232 -0.243
N 1.71924 -0.55837 -1.94603 -1.236 2.208 -0.908 0.783
O 2.43074 -1.41176 -1.44349 -0.476 0.099 -0.155 -0.742
C 0.90575 0.44772 -1.49835 1.848 -1.756 0.317 -0.646
C 0.62519 0.75470 -0.04889 1.797 2.636 -0.857 0.552
C -0.43892 -0.07264 0.50009 -3.267 -1.429 0.199 -0.943
C -0.08397 -1.53723 0.53751 0.281 -0.465 0.086 0.464
C -0.29793 -2.38987 -0.54814 -0.224 -0.299 0.029 0.205
C 0.06437 -3.73552 -0.48282 0.113 0.519 0.037 -1.472
C 0.76985 -4.18649 0.62555 0.022 -0.248 -0.022 0.535
C 1.29610 -5.59384 0.63187 0.202 -0.423 -0.074 0.808
F 2.40607 -5.71500 1.41938 -0.816 -0.111 -0.541 -0.276
F 0.37068 -6.48981 1.10154 0.741 0.456 -0.356 -0.256
F 1.65020 -6.00239 -0.62528 -0.307 0.113 1.054 -0.268
C 1.03241 -3.35275 1.70747 -0.028 0.316 -0.191 -1.197
C 0.60624 -2.03057 1.65393 -0.241 0.133 0.057 -0.179
S -2.25665 0.06500 -0.52916 0.767 0.437 0.384 1.022
O -2.87423 -1.20307 -0.84462 0.383 0.425 0.293 -0.637
O -2.15308 1.09768 -1.53169 -0.194 -0.540 0.632 -0.533
C -3.38214 0.74753 0.85006 0.563 0.410 0.113 0.639
F -4.64357 0.86829 0.42855 0.679 -0.162 0.185 -0.217
F -2.91250 1.96454 1.20140 -0.474 -0.826 -0.098 -0.205
F -3.34195 -0.06496 1.92972 -0.078 0.494 -0.663 -0.231
C -0.43891 3.36773 2.84043 0.126 -0.126 -0.556 0.751
F -0.00430 4.09618 3.88237 -0.371 -0.466 -0.538 -0.235
F -1.45306 4.01861 2.23231 0.637 -0.433 0.613 -0.227
F -0.88190 2.17103 3.29396 0.107 0.773 -0.193 -0.232
H 0.11177 4.19856 -0.83829 0.281 -0.360 -0.179 0.549
H 1.54807 0.52727 0.51562 -0.347 -0.290 0.016 0.906
H -0.82050 0.30898 1.45351 0.341 -0.196 0.049 0.934
H -0.76403 -2.03091 -1.46332 0.053 -0.079 0.303 0.369
H -0.18466 -4.40220 -1.30840 0.272 0.198 0.200 0.373
H 1.58043 -3.72299 2.57013 -0.060 0.100 -0.215 0.397
H 0.83872 -1.34881 2.47423 -0.120 -0.208 -0.130 0.484
```
Forces are in eV/Å.

Total charge: -1
SMILES: O=S(=O)(C1=CC(=[N+]([O-])[O-])c2no[n+]([O-])c2[C@@H]1[C@H](c1ccc(C(F)(F)F)cc1)S(=O)(=O)C(F)(F)F)C(F)(F)F
Multiplicity: 1
Frontier orbital gap (eV): 7.353
E (Eh): -3075.0915

The following is a quantum chemistry calculation of a 3-piece molecular cluster, C6H15NS overall at a distorted geometry, from the Open Molecules 2025 dataset.

XYZ file:
```
23
Properties=species:S:1:pos:R:3:forces:R:3:mulliken_charge:R:1
C 0.06003 -0.95851 1.39993 2.651 -2.407 0.969 -0.634
C 1.10151 -1.79867 0.49533 -0.496 1.459 1.077 -0.606
C 1.83866 -0.80334 -0.42708 1.928 -0.405 0.317 -0.287
S 3.05082 0.22636 0.49668 -1.028 -0.141 -0.249 -0.216
C -1.38524 -1.05240 0.90279 -0.018 3.330 0.684 -0.510
N -1.47051 -0.59111 -0.48862 -0.274 0.783 1.970 -0.209
C -1.96432 0.76435 -0.54737 -1.419 0.972 -0.339 -0.279
C -0.93674 1.87883 -0.81849 3.343 -1.010 -0.478 -0.864
H 0.45175 0.05265 1.57004 -0.270 -0.277 -0.113 0.374
H 0.07720 -1.53233 2.39740 -0.312 1.197 -1.087 0.292
H 1.89363 -2.29964 1.11645 -0.845 0.683 -0.365 0.347
H 0.52505 -2.62255 0.06518 0.152 0.281 -0.693 0.339
H 1.27890 0.00456 -0.97809 -0.520 -0.998 0.271 -0.126
H 2.53759 -1.30743 -1.12728 -1.020 0.098 -0.108 0.308
H 1.76069 1.78961 -1.34334 -0.182 2.222 -2.812 -0.379
H -1.92024 -0.44192 1.74670 0.271 -0.482 -1.969 0.173
H -1.65923 -2.02965 1.12116 -0.674 -2.157 -0.692 0.491
H 1.62601 2.30167 -2.06244 0.659 -1.928 2.748 0.371
H -2.71122 0.88416 -1.40966 0.740 -0.617 1.087 0.347
H -2.40345 1.11890 0.41145 -0.273 -0.667 -0.507 0.247
H -0.36034 1.64668 -1.78786 -1.034 0.503 1.590 0.189
H -1.18556 2.93598 -0.76887 -1.127 -0.195 -0.372 0.401
H -0.20497 1.83381 0.03599 -0.253 -0.244 -0.928 0.232
```
Forces are in eV/Å.

Total charge: 0
Energy relative to the best compared isomer or geometry (same formula, charge and spin) (eV): 7.8860
Multiplicity: 1
Frontier orbital gap (eV): 3.448
E (Eh): -690.2516

The following is a quantum chemistry calculation of a 2-piece molecular cluster, ClH2O2PS overall at a distorted geometry, from the Open Molecules 2025 dataset.

XYZ file:
```
7
Properties=species:S:1:pos:R:3:forces:R:3:mulliken_charge:R:1
O -1.34471 0.38050 1.07020 0.545 0.486 1.792 -0.353
P -2.21078 -0.17269 0.06085 -0.537 -0.564 -0.497 0.414
O -1.59164 0.41502 -1.27921 0.265 -0.026 -1.401 -0.402
H -1.78556 -0.04316 -2.10937 -0.240 0.134 0.108 0.347
S 2.96506 0.01398 0.94310 1.838 -2.610 1.385 -0.047
Cl 1.64269 -1.56163 0.87323 0.187 0.718 -0.144 -0.116
H 2.32494 0.96798 0.44119 -2.058 1.861 -1.243 0.157
```
Forces are in eV/Å.

Total charge: 0
SMILES: O=PO.SCl
Energy relative to the best compared isomer or geometry (same formula, charge and spin) (eV): 2.3624
Multiplicity: 1
Frontier orbital gap (eV): 9.160
E (Eh): -1351.4256

Question: The highest total charge belongs to which entry?
Answer: CH6NO

Question: Among the records above, which one has the lowest E?
Answer: C16H7F9N3O8S2

Question: Look up the multiplicity of the fifth one.
Answer: 1